Entry 1:
{"formula": "C5H10O", "method": "wB97M-V/def2-TZVPD", "species": ["O", "C", "C", "C", "C", "C", "H", "H", "H", "H", "H", "H", "H", "H", "H", "H"], "xyz": [[-2.215, 0.055, 0.277], [-1.058, 0.192, -0.543], [-0.208, -1.093, -0.602], [0.877, -0.890, 0.463], [1.260, 0.581, 0.261], [-0.087, 1.279, -0.004], [-1.930, -0.265, 1.142], [-1.461, 0.449, -1.526], [-0.827, -1.984, -0.456], [0.271, -1.180, -1.587], [1.726, -1.573, 0.359], [0.463, -1.037, 1.472], [1.804, 1.013, 1.108], [1.907, 0.663, -0.621], [-0.529, 1.649, 0.929], [0.007, 2.142, -0.673]], "total_energy_ha": -271.74660, "homo_lumo_gap_ev": 11.09, "smiles": "OC1CCCC1", "mol_weight_g_mol": 86.13, "homo_energy_ev": -10.0, "de_lowest_kcal_mol": 3.8}

Entry 2:
{"formula": "C2H4NP", "method": "wB97M-V/def2-TZVPD", "species": ["C", "C", "N", "P", "H", "H", "H", "H"], "xyz": [[-0.968, -0.516, 0.583], [2.295, -0.291, -0.756], [0.069, -0.719, 1.015], [-2.414, -0.151, -0.327], [1.954, -1.122, -1.292], [3.139, -0.724, -0.145], [-2.964, -0.976, 0.575], [-2.206, -1.233, -1.342]], "total_energy_ha": -474.49236, "homo_lumo_gap_ev": [8.87, 8.81], "mol_weight_g_mol": 73.03, "homo_energy_ev": [-9.3, -9.3], "de_lowest_kcal_mol": 113.8}

Entry 3:
{"formula": "C6H38O22", "method": "wB97M-V/def2-TZVPD", "species": ["C", "C", "C", "O", "C", "C", "C", "O", "O", "O", "H", "H", "O", "H", "H", "O", "H", "H", "O", "H", "H", "O", "H", "H", "O", "H", "H", "O", "H", "H", "O", "H", "H", "O", "H", "H", "O", "H", "H", "O", "H", "H", "O", "H", "H", "O", "H", "H", "O", "H", "H", "O", "H", "H", "O", "H", "H", "O", "H", "H", "O", "H", "H", "O", "H", "H"], "xyz": [[1.511, -1.341, 0.015], [0.421, -1.251, -0.866], [-0.309, 0.057, -1.072], [-1.195, 0.176, -1.973], [-0.074, 1.123, -0.228], [1.094, 1.156, 0.594], [1.830, -0.227, 0.816], [2.731, -0.275, 1.688], [1.407, 2.118, 1.296], [-0.094, -2.288, -1.370], [2.055, -2.266, 0.103], [-0.618, 2.059, -0.273], [-0.179, -2.419, -4.154], [-0.194, -2.256, -3.187], [0.603, -1.954, -4.468], [-1.196, 3.761, 1.779], [-0.387, 3.283, 1.545], [-1.789, 3.578, 1.029], [-2.639, -4.142, -1.755], [-2.897, -4.477, -2.617], [-2.349, -3.235, -1.931], [-3.101, -1.186, 0.111], [-2.416, -0.889, -0.513], [-3.924, -1.111, -0.374], [5.314, -0.893, 2.370], [5.311, -1.361, 3.210], [4.363, -0.748, 2.162], [-2.771, -1.788, -3.438], [-2.714, -1.601, -4.379], [-2.184, -1.119, -3.034], [-3.289, 2.899, -0.094], [-4.030, 2.632, 0.460], [-3.210, 2.194, -0.757], [1.600, 4.323, -0.414], [1.842, 3.512, 0.083], [1.332, 4.006, -1.295], [-2.282, 2.421, -4.073], [-2.331, 1.646, -3.499], [-2.886, 2.229, -4.796], [-1.738, 0.491, 2.716], [-1.897, 0.934, 1.875], [-0.786, 0.350, 2.734], [4.432, 2.177, 2.003], [3.554, 1.771, 1.927], [5.041, 1.484, 1.724], [-1.832, -3.384, 1.380], [-1.301, -3.537, 0.586], [-2.478, -2.703, 1.112], [2.250, -2.887, 2.936], [2.491, -2.122, 2.379], [1.297, -2.797, 3.065], [0.753, 3.228, -3.012], [0.027, 2.621, -2.804], [1.552, 2.715, -2.839], [1.915, 2.996, 4.217], [1.427, 2.769, 3.415], [2.689, 2.417, 4.196], [3.081, 0.101, 4.616], [3.022, -0.239, 3.708], [2.548, -0.508, 5.135], [-4.193, 0.852, -2.198], [-4.806, 0.252, -1.766], [-3.476, 0.283, -2.515], [1.300, -4.871, -0.633], [1.314, -3.963, -0.974], [1.460, -4.774, 0.314]], "total_energy_ha": -1906.86522, "homo_lumo_gap_ev": 7.34, "mol_weight_g_mol": 462.35, "charge": -2, "homo_energy_ev": -3.4, "de_lowest_kcal_mol": 12.0}

Entry 4:
{"formula": "C26H38B4F16N2O7", "method": "wB97M-V/def2-TZVPD", "species": ["C", "C", "C", "C", "C", "C", "C", "C", "C", "O", "C", "B", "O", "B", "C", "C", "C", "C", "C", "N", "O", "B", "B", "N", "O", "O", "C", "H", "H", "H", "H", "H", "H", "H", "H", "H", "H", "H", "H", "H", "H", "H", "H", "H", "H", "H", "H", "H", "H", "H", "H", "H", "H", "H", "H", "H", "H", "C", "C", "C", "F", "F", "F", "F", "O", "C", "C", "F", "F", "F", "F", "H", "H", "H", "H", "C", "C", "C", "F", "F", "F", "F", "O", "C", "C", "F", "F", "F", "F", "H", "H", "H", "H"], "xyz": [[-1.718, 0.087, 2.999], [-0.707, 0.178, 1.806], [0.333, -0.829, 1.675], [1.282, -0.787, 0.560], [1.139, 0.287, -0.405], [2.130, 0.294, -1.622], [3.587, 0.683, -1.141], [2.090, -1.083, -2.415], [0.099, 1.325, -0.301], [0.074, 2.262, -1.319], [-0.026, 3.628, -0.848], [-1.089, 4.358, -1.803], [-2.367, 4.823, -1.427], [-3.328, 4.206, -2.293], [-4.802, 3.829, -1.768], [-4.755, 2.696, -0.653], [-6.202, 2.063, -0.541], [-6.168, 0.502, -0.353], [-7.531, -0.202, -0.731], [-7.502, -0.495, -2.196], [-3.035, 3.907, -3.662], [-1.665, 3.594, -3.812], [-1.017, 2.248, -4.588], [-1.835, 1.117, -5.128], [0.405, 2.116, -4.719], [-0.752, 4.508, -3.182], [-0.820, 1.243, 0.818], [-2.631, 0.698, 2.767], [-1.972, -0.970, 3.261], [-1.207, 0.535, 3.894], [0.436, -1.681, 2.388], [2.075, -1.557, 0.407], [1.830, 1.069, -2.381], [4.154, 1.253, -1.923], [4.143, -0.279, -0.950], [3.478, 1.276, -0.201], [3.029, -1.264, -3.000], [1.851, -1.957, -1.764], [1.263, -1.035, -3.181], [0.973, 4.123, -1.046], [-0.211, 3.744, 0.246], [-5.431, 3.535, -2.652], [-5.217, 4.777, -1.316], [-4.539, 3.213, 0.312], [-4.012, 1.899, -0.905], [-6.679, 2.518, 0.372], [-6.856, 2.284, -1.420], [-5.948, 0.234, 0.718], [-5.394, 0.071, -1.039], [-8.433, 0.407, -0.479], [-7.633, -1.194, -0.198], [-6.697, -1.119, -2.321], [-8.338, -1.013, -2.481], [-1.618, 0.292, -4.550], [-1.471, 0.903, -6.062], [0.720, 2.484, -5.562], [-1.634, 2.004, 0.923], [2.253, -7.657, -0.464], [3.541, -6.885, -0.813], [4.262, -6.207, 0.352], [3.497, -5.270, 0.949], [5.375, -5.575, -0.094], [3.268, -5.995, -1.795], [4.407, -7.791, -1.354], [1.016, -6.984, -0.687], [0.539, -6.140, 0.320], [0.451, -4.684, -0.140], [1.657, -4.208, -0.517], [0.012, -3.894, 0.868], [1.277, -6.289, 1.436], [-0.700, -6.583, 0.626], [2.219, -8.505, -1.149], [2.297, -8.105, 0.531], [4.569, -6.939, 1.105], [-0.233, -4.583, -0.984], [2.344, 1.875, 3.275], [2.695, 1.367, 4.686], [3.061, 2.433, 5.719], [4.158, 3.132, 5.367], [3.339, 1.850, 6.913], [3.671, 0.436, 4.589], [1.592, 0.710, 5.153], [3.382, 1.817, 2.298], [4.285, 2.882, 2.238], [5.716, 2.446, 2.561], [5.807, 1.918, 3.798], [6.555, 3.508, 2.518], [3.861, 3.893, 3.020], [4.240, 3.344, 0.968], [1.581, 1.194, 2.891], [1.856, 2.852, 3.293], [2.235, 3.133, 5.872], [6.062, 1.698, 1.844]], "total_energy_ha": -3347.20674, "homo_lumo_gap_ev": 8.13, "mol_weight_g_mol": 837.81, "homo_energy_ev": -8.4, "de_lowest_kcal_mol": 0.0}

Entry 5:
{"formula": "C11H12O2S2", "method": "wB97M-V/def2-TZVPD", "species": ["C", "C", "C", "C", "C", "C", "C", "C", "C", "C", "C", "O", "O", "S", "S", "H", "H", "H", "H", "H", "H", "H", "H", "H", "H", "H", "H"], "xyz": [[-3.645, 0.292, 0.445], [-3.623, 0.099, -0.884], [-2.481, 0.269, 1.144], [-2.494, -0.076, -1.616], [-1.294, 0.154, 0.547], [-1.310, 0.011, -0.865], [-0.065, 0.126, 1.203], [0.065, 0.150, -1.475], [1.080, 0.304, -0.348], [1.998, -2.251, -0.090], [3.054, 1.949, 0.770], [0.247, 0.042, 2.310], [0.385, 2.670, 0.452], [2.542, -0.624, -0.660], [1.515, 2.097, -0.229], [-4.608, 0.421, 0.896], [-4.552, -0.135, -1.350], [-2.513, 0.344, 2.273], [-2.530, -0.295, -2.626], [0.384, -0.648, -2.114], [0.163, 0.991, -2.137], [2.979, -2.812, -0.220], [1.102, -2.530, -0.674], [1.860, -2.133, 1.058], [3.710, 1.771, -0.084], [3.000, 0.922, 1.231], [3.430, 2.626, 1.523]], "total_energy_ha": -1373.09661, "homo_lumo_gap_ev": 8.33, "mol_weight_g_mol": 240.35, "homo_energy_ev": -8.3, "de_lowest_kcal_mol": 38.0}

Entry 6:
{"formula": "C25H31IrN3O2PS", "method": "wB97M-V/def2-TZVPD", "species": ["Ir", "N", "C", "C", "C", "C", "C", "C", "P", "C", "C", "C", "C", "C", "C", "C", "C", "C", "C", "C", "C", "H", "H", "H", "H", "H", "H", "H", "H", "H", "H", "H", "H", "H", "H", "H", "H", "C", "O", "C", "O", "H", "H", "H", "C", "C", "N", "C", "S", "N", "C", "C", "H", "H", "H", "H", "H", "H", "H", "H", "H", "H", "H", "H"], "xyz": [[-0.090, 0.970, 0.509], [-0.783, -0.878, -0.544], [-2.123, -0.774, -1.126], [-2.835, -1.903, -1.476], [-4.077, -1.758, -2.089], [-4.597, -0.498, -2.361], [-3.889, 0.636, -1.996], [-2.656, 0.495, -1.358], [-1.763, 1.880, -0.706], [-1.987, 2.056, 1.073], [-1.335, 3.152, 1.721], [-1.505, 3.346, 3.077], [-2.324, 2.480, 3.796], [-2.981, 1.405, 3.178], [-2.824, 1.187, 1.833], [-1.893, 3.358, -1.648], [-2.531, 4.491, -1.128], [-2.682, 5.606, -1.934], [-2.209, 5.589, -3.241], [-1.585, 4.457, -3.759], [-1.426, 3.335, -2.969], [-0.111, -1.074, -1.286], [-0.745, -1.670, 0.094], [-2.428, -2.892, -1.302], [-4.635, -2.641, -2.369], [-5.555, -0.402, -2.851], [-4.292, 1.622, -2.193], [-0.744, 3.849, 1.138], [-1.017, 4.174, 3.573], [-2.467, 2.642, 4.857], [-3.618, 0.756, 3.764], [-3.336, 0.370, 1.338], [-2.925, 4.498, -0.120], [-3.179, 6.485, -1.548], [-2.338, 6.461, -3.867], [-1.234, 4.452, -4.782], [-0.957, 2.448, -3.379], [2.845, 2.762, -2.111], [1.508, 2.676, -1.455], [1.279, 1.689, -0.706], [1.931, 0.701, -0.374], [2.882, 3.768, -2.509], [2.877, 2.014, -2.897], [3.608, 2.596, -1.358], [5.384, -0.098, 2.257], [4.346, -0.428, 3.313], [2.979, -0.010, 2.919], [1.928, -0.735, 2.598], [0.350, 0.086, 2.703], [1.935, -2.017, 2.285], [3.060, -2.929, 1.987], [2.585, -4.010, 1.036], [6.371, -0.379, 2.620], [5.402, 0.972, 2.049], [5.202, -0.629, 1.322], [4.559, 0.107, 4.238], [4.326, -1.483, 3.564], [2.767, 0.964, 3.080], [1.022, -2.445, 2.256], [3.419, -3.371, 2.916], [3.864, -2.347, 1.541], [1.805, -4.623, 1.490], [3.414, -4.671, 0.791], [2.213, -3.581, 0.104]], "total_energy_ha": -2128.91238, "homo_lumo_gap_ev": [6.94, 6.74], "mol_weight_g_mol": 660.80, "charge": 3, "homo_energy_ev": [-17.5, -17.5], "de_lowest_kcal_mol": 0.0, "multiplicity": 2}

Entry 7:
{"formula": "C3H3IO2S", "method": "wB97M-V/def2-TZVPD", "species": ["C", "C", "C", "O", "O", "S", "I", "H", "H", "H"], "xyz": [[-0.336, 1.609, -0.604], [0.860, 0.299, -0.253], [0.111, -0.711, 0.496], [-2.387, 1.704, 0.822], [-1.337, -0.579, 0.210], [-2.054, 0.921, -0.380], [2.896, 0.432, -0.254], [-0.181, 2.480, -1.243], [0.404, -1.726, 0.329], [0.375, -0.544, 1.484]], "total_energy_ha": -962.27414, "homo_lumo_gap_ev": [8.69, 7.83], "mol_weight_g_mol": 230.03, "homo_energy_ev": [-9.3, -8.7], "de_lowest_kcal_mol": 127.3}

Entry 8:
{"formula": "C4H12CsO2", "method": "wB97M-V/def2-TZVPD", "species": ["Cs", "C", "C", "O", "H", "H", "H", "H", "H", "H", "C", "C", "O", "H", "H", "H", "H", "H", "H"], "xyz": [[1.005, -0.600, 1.902], [-0.955, 3.329, 0.195], [-0.608, 3.167, 1.656], [-0.778, 1.813, 2.116], [-0.742, 4.366, -0.064], [-2.001, 3.081, 0.018], [-0.288, 2.671, -0.362], [-1.173, 3.869, 2.269], [0.375, 3.581, 1.881], [-0.341, 1.758, 2.969], [0.320, -2.639, -2.314], [0.966, -3.302, -1.092], [0.216, -2.966, 0.036], [0.859, -2.851, -3.237], [0.216, -1.561, -2.185], [-0.694, -2.974, -2.530], [2.001, -3.005, -0.923], [0.985, -4.391, -1.144], [0.636, -3.348, 0.810]], "total_energy_ha": -330.11620, "homo_lumo_gap_ev": [3.37, 10.83], "mol_weight_g_mol": 225.04, "homo_energy_ev": [-3.3, -10.7], "de_lowest_kcal_mol": 0.0, "multiplicity": 2}